Record 1
27
Properties=species:S:1:pos:R:3:forces:R:3 method="wB97M-V/def2-TZVPD" homo_lumo_gap_ev=9.031 smiles=C[C@H](O)CCc1ccc(O)cc1O relative_energy_kcal_mol=124.7 total_charge=0 homo_energy_ev=-8.349
C 3.354269 -0.659563 -0.235301 1.0 -1.1 -0.4
C 2.446600 0.032817 0.719776 -4.1 0.9 -0.4
C 1.618141 1.365728 0.280255 -2.1 -2.1 1.5
C 0.678541 0.820244 -0.914636 3.3 -0.6 -2.1
C -0.727309 0.505770 -0.535966 1.3 0.5 -1.1
C -1.667994 1.532990 -0.270589 1.0 -0.8 0.1
C -2.864076 1.187899 0.184304 -3.9 -1.9 2.8
C -3.218006 -0.213309 0.147892 -2.6 1.7 1.1
C -2.346549 -1.190392 -0.237240 -3.7 -3.0 -1.1
C -1.091655 -0.842218 -0.514326 2.5 0.3 0.7
H 2.968514 -0.675614 -1.355523 0.9 0.0 2.4
H 4.356193 0.056297 -0.152421 -2.0 -2.7 -0.5
H 3.288830 -1.906283 0.235239 1.2 3.9 -1.7
H 2.938012 0.402649 1.560458 1.1 -0.3 1.8
H 0.368839 -0.548897 1.210250 4.6 -1.5 0.0
H 0.630221 1.375781 1.173800 3.6 1.0 -2.0
H 2.359730 2.313710 0.230089 -2.2 -2.1 -0.2
H 1.198318 -0.226581 -1.293328 -1.5 2.7 0.9
H 0.802020 1.478385 -1.830923 -0.6 -0.5 1.0
H -1.591532 2.590839 -0.243776 1.5 0.8 -0.3
H -3.531832 1.877474 0.878254 1.2 -1.3 -2.2
H -4.537261 -1.498176 0.437066 -0.8 1.9 0.6
H -2.535467 -2.340773 -0.577373 -0.2 2.9 1.6
H 0.570003 -1.952994 -0.056544 -1.9 0.7 -1.1
O 1.406641 -1.006212 1.155214 -2.7 2.7 -0.1
O -4.553629 -0.497885 0.596759 2.5 -2.3 -1.4
O -0.319569 -1.981694 -0.591422 2.3 0.3 0.0

Record 2
26
Properties=species:S:1:pos:R:3:forces:R:3 method="wB97M-V/def2-TZVPD" homo_lumo_gap_ev="7.465 / 7.462" relative_energy_kcal_mol=90.3 total_charge=0 homo_energy_ev="-6.849 / -6.847"
C -0.773178 0.765255 -2.043937 -0.2 0.4 -0.6
C -0.236606 1.118526 -0.911221 0.5 -3.3 1.7
C -0.679085 2.983589 0.568172 0.2 0.0 -0.1
C 0.163445 2.232395 -0.154433 -0.1 0.8 0.3
C -1.132118 -0.621630 -2.497606 0.2 -0.2 0.1
C -0.388516 -1.747213 -1.784442 -0.2 0.1 0.1
C -0.664930 -1.790542 -0.281685 0.0 0.0 0.0
C 0.736447 0.091850 2.505822 0.6 0.5 0.4
C 2.038203 -0.648700 2.225272 -0.1 -0.4 -0.2
C 0.169731 -0.801750 0.467261 -0.5 2.2 -1.3
O -0.272639 -0.499657 1.721310 -0.3 -0.4 -0.7
S 1.941449 -0.996093 0.435856 0.1 0.1 0.2
H -1.013775 1.541524 -2.772845 0.0 0.1 0.0
H -0.334347 3.803252 1.174238 0.1 0.1 0.1
H -1.738153 2.792943 0.561744 -0.2 -0.1 0.0
H 1.230733 2.430943 -0.121680 0.1 0.1 0.1
H -2.210822 -0.761129 -2.359268 0.0 -0.1 -0.1
H -0.935368 -0.693302 -3.570486 -0.1 0.0 0.0
H -0.693810 -2.696986 -2.227862 0.1 0.0 0.0
H 0.686426 -1.631401 -1.940172 0.0 -0.1 -0.1
H -1.713306 -1.566170 -0.076623 0.0 0.0 0.0
H -0.455565 -2.797432 0.101201 0.0 0.1 0.1
H 0.424931 0.000278 3.547921 0.0 0.0 -0.1
H 0.837959 1.150501 2.241139 0.0 -0.2 0.0
H 2.922610 -0.055185 2.440180 0.0 0.1 0.0
H 2.090285 -1.603864 2.752146 0.0 0.2 0.1